Molecular formula: C10H40N20O10
Method: DFT, wB97M-V/def2-TZVPD

Atoms and positions in Å:
C1 -12.885 20.532 16.561
O1 -12.419 19.689 15.875
N1 -12.153 21.608 16.886
N2 -13.966 20.476 17.238
H1 -12.347 22.295 17.600
H2 -11.190 21.643 16.583
H3 -14.263 21.293 17.752
H4 -14.708 19.799 17.133
C2 -8.156 17.855 13.104
O2 -8.480 19.012 12.757
N3 -7.729 17.583 14.340
N4 -8.115 16.860 12.281
H5 -7.629 16.608 14.583
H6 -7.948 18.280 15.038
H7 -7.695 15.971 12.513
H8 -8.629 16.983 11.420
C3 -12.053 13.981 15.525
O3 -11.662 13.255 16.423
N5 -12.261 15.284 15.606
N6 -12.301 13.512 14.301
H9 -12.604 15.799 14.808
H10 -11.969 15.821 16.410
H11 -12.603 14.147 13.576
H12 -12.329 12.565 13.952
C4 -5.681 15.059 18.432
O4 -6.456 15.920 18.712
N7 -5.475 13.965 19.017
N8 -4.781 15.253 17.511
H13 -6.016 13.716 19.833
H14 -4.755 13.313 18.739
H15 -4.760 16.124 17.000
H16 -4.066 14.595 17.238
C5 -7.099 20.388 17.700
O5 -7.616 19.911 16.739
N9 -5.789 20.426 17.947
N10 -7.846 21.071 18.582
H17 -5.445 20.806 18.818
H18 -5.163 20.075 17.237
H19 -8.813 21.178 18.308
H20 -7.535 21.309 19.512
C6 -12.427 19.424 12.112
O6 -12.337 19.071 10.971
N11 -11.468 19.426 12.971
N12 -13.434 20.088 12.613
H21 -10.513 19.277 12.678
H22 -11.736 19.491 13.943
H23 -13.378 20.347 13.587
H24 -14.237 20.193 12.009
C7 -9.897 17.357 17.340
O7 -10.811 16.556 17.456
N13 -8.696 17.236 17.843
N14 -10.074 18.398 16.566
H25 -8.138 18.071 17.735
H26 -8.398 16.425 18.366
H27 -11.008 18.562 16.219
H28 -9.433 19.175 16.499
C8 -12.776 14.340 20.087
O8 -13.855 14.754 20.383
N15 -12.198 13.407 20.795
N16 -12.063 14.858 19.216
H29 -11.191 13.346 20.752
H30 -12.812 13.165 21.559
H31 -11.212 14.375 18.964
H32 -12.452 15.592 18.642
C9 -5.966 18.574 21.555
O9 -6.045 19.195 22.657
N17 -6.576 19.047 20.462
N18 -5.450 17.490 21.275
H33 -6.734 18.724 19.518
H34 -6.978 19.911 20.796
H35 -5.429 17.092 20.347
H36 -4.771 17.081 21.901
C10 -8.926 13.365 19.768
O10 -9.568 12.655 20.604
N19 -8.757 13.046 18.498
N20 -8.468 14.491 20.134
H37 -8.457 13.673 17.766
H38 -9.228 12.188 18.249
H39 -8.570 14.701 21.117
H40 -7.681 14.900 19.651

Atoms 1-6, force components in eV/Å:
C 2.518 1.556 1.300
O 0.507 -2.862 -3.295
N 2.162 2.632 0.105
N -5.561 0.018 2.510
H -0.416 -0.416 -0.142
H -0.309 -0.254 -0.268

Its spin multiplicity is 2. Its total charge is -1. Its HOMO-LUMO gap (alpha / beta) is 1.95 / 7.72 eV. The energy above the lowest of the compared OMol25 structures with the same formula, charge and spin is 0.000 eV.

=====

Molecular formula: C10H44N20O12
Method: DFT, wB97M-V/def2-TZVPD

Atoms and positions in Å:
O1 -0.664 -2.949 2.999
H1 -0.594 -2.118 3.469
H2 -0.293 -2.768 2.132
O2 2.718 -0.784 -0.918
H3 2.296 -0.623 -0.073
H4 3.337 -1.495 -0.746
C1 -1.311 1.422 3.960
O3 -0.175 1.163 3.575
N1 -1.792 0.987 5.082
N2 -2.138 2.188 3.356
H5 -2.758 1.146 5.328
H6 -1.320 0.300 5.651
H7 -1.925 2.488 2.416
H8 -2.920 2.559 3.874
C2 -3.711 -1.669 4.147
O4 -4.118 -0.906 5.018
N3 -3.370 -1.314 2.953
N4 -3.479 -2.903 4.398
H9 -3.455 -0.324 2.777
H10 -3.115 -2.057 2.318
H11 -3.836 -3.300 5.254
H12 -3.033 -3.532 3.746
C3 4.373 2.305 -2.446
O5 5.305 2.976 -2.851
N5 3.659 2.691 -1.412
N6 3.841 1.248 -3.079
H13 3.840 3.630 -1.088
H14 2.846 2.167 -1.124
H15 3.250 0.580 -2.605
H16 4.444 0.858 -3.789
C4 -0.404 4.659 0.924
O6 -0.993 5.686 1.290
N7 -0.304 4.294 -0.337
N8 0.195 3.766 1.681
H17 -0.654 4.921 -1.045
H18 0.210 3.442 -0.510
H19 0.562 3.971 2.598
H20 0.674 3.033 1.176
C5 0.978 -2.021 -4.821
O7 1.123 -2.980 -5.526
N9 1.888 -1.231 -4.313
N10 -0.145 -1.588 -4.287
H21 2.794 -1.366 -4.738
H22 1.760 -0.366 -3.807
H23 -0.009 -0.880 -3.582
H24 -0.932 -2.177 -4.515
C6 3.012 0.359 2.951
O8 3.995 0.072 2.348
N11 2.141 -0.516 3.440
N12 2.555 1.634 3.050
H25 2.483 -1.463 3.367
H26 1.187 -0.335 3.716
H27 3.239 2.331 2.793
H28 1.645 1.872 3.417
C7 -3.003 -2.372 -0.462
O9 -2.196 -2.627 0.437
N13 -4.293 -2.124 -0.247
N14 -2.709 -2.503 -1.719
H29 -4.726 -2.098 0.665
H30 -4.946 -2.045 -1.012
H31 -1.811 -2.871 -1.997
H32 -3.316 -2.232 -2.479
C8 0.317 2.354 -4.001
O10 0.548 1.143 -3.957
N15 1.255 3.252 -4.020
N16 -0.901 2.855 -3.856
H33 2.182 2.878 -3.871
H34 0.998 4.189 -4.289
H35 -0.960 3.860 -3.798
H36 -1.724 2.272 -3.843
C9 0.715 -3.694 -0.407
O11 0.777 -3.025 0.657
N17 0.395 -4.937 -0.291
N18 0.833 -3.373 -1.692
H37 0.171 -5.610 -1.009
H38 0.423 -5.289 0.655
H39 1.232 -2.460 -1.860
H40 0.635 -4.001 -2.456
C10 -0.091 0.651 -0.338
O12 0.734 1.543 -0.237
N19 -0.414 0.074 -1.461
N20 -0.639 0.016 0.670
H41 -0.907 -0.773 -1.221
H42 0.038 0.322 -2.330
H43 -0.455 0.437 1.570
H44 -1.069 -0.896 0.606

Atoms 1-6, force components in eV/Å:
O -0.387 -0.124 0.631
H -0.041 0.160 0.185
H 0.366 -0.215 -0.652
O -0.191 0.000 -0.668
H -0.091 0.125 0.423
H 0.252 -0.104 0.160

As for the structure (SMILES): NC(N)=O.NC(N)=O.NC(N)=O.NC(N)=O.NC(N)=O.NC(N)=O.NC(N)=O.NC(N)=O.NC(N)=O.NC(N)=O.O.O. Its HOMO-LUMO gap is 8.89 eV. The energy above the lowest of the compared OMol25 structures with the same formula, charge and spin is 2.656 eV.

=====

Molecular formula: C10H44N20O12
Method: DFT, wB97M-V/def2-TZVPD

Atoms and positions in Å:
C1 -1.397 2.786 3.737
O1 -2.139 1.832 3.479
N1 -1.726 3.788 4.595
N2 -0.174 2.920 3.175
H1 -2.738 3.689 4.651
H2 -1.343 4.699 4.410
H3 0.423 3.685 3.421
H4 0.128 2.116 2.636
C2 -3.440 -2.480 1.418
O2 -3.110 -2.050 0.304
N3 -3.315 -3.758 1.779
N4 -3.810 -1.614 2.413
H5 -2.875 -4.414 1.154
H6 -3.506 -3.955 2.743
H7 -3.754 -1.998 3.337
H8 -3.864 -0.630 2.223
C3 -0.241 0.148 0.087
O3 -0.709 0.416 -1.019
N5 -0.028 -1.137 0.548
N6 0.478 1.057 0.779
H9 -0.647 -1.880 0.253
H10 0.306 -1.215 1.500
H11 0.749 1.938 0.368
H12 1.080 0.586 1.438
C4 3.636 3.906 -0.851
O4 3.545 3.728 -2.068
N7 3.864 5.092 -0.268
N8 3.213 2.945 0.016
H13 4.023 5.911 -0.825
H14 3.960 5.111 0.729
H15 3.365 3.013 1.007
H16 3.124 2.007 -0.344
C5 -0.413 4.418 -1.150
O5 0.270 5.414 -0.959
N9 -1.760 4.413 -0.908
N10 0.069 3.215 -1.588
H17 -2.080 5.222 -0.405
H18 -2.326 3.609 -1.103
H19 -0.494 2.379 -1.544
H20 0.823 3.358 -2.246
C6 4.761 -0.650 2.180
O6 5.422 -0.238 3.143
N11 4.231 0.229 1.297
N12 4.334 -1.905 2.040
H21 3.465 -0.054 0.703
H22 4.328 1.214 1.436
H23 3.654 -2.176 1.349
H24 4.475 -2.595 2.753
C7 2.446 -1.346 -2.318
O7 3.216 -0.912 -1.443
N13 2.610 -0.990 -3.627
N14 1.315 -1.980 -2.036
H25 3.444 -0.497 -3.886
H26 1.829 -1.140 -4.237
H27 0.708 -2.216 -2.803
H28 1.036 -2.249 -1.111
C8 1.289 -0.165 4.576
O8 1.272 -0.005 3.342
N15 0.484 0.567 5.350
N16 2.009 -1.125 5.198
H29 0.458 0.492 6.350
H30 -0.275 0.975 4.823
H31 1.711 -1.354 6.128
H32 2.702 -1.665 4.720
C9 -2.041 -0.947 -5.086
O9 -1.677 -2.118 -5.256
N17 -3.168 -0.452 -5.646
N18 -1.369 -0.037 -4.353
H33 -3.645 0.394 -5.393
H34 -3.714 -1.097 -6.192
H35 -0.395 -0.156 -4.145
H36 -1.839 0.843 -4.248
C10 -2.650 -4.210 -2.515
O10 -2.988 -5.044 -1.679
N19 -2.378 -2.886 -2.235
N20 -2.244 -4.510 -3.790
H37 -2.261 -2.381 -3.094
H38 -2.590 -2.591 -1.284
H39 -2.071 -5.499 -3.891
H40 -1.674 -3.898 -4.360
O11 -0.386 -4.419 -1.089
H41 -0.885 -4.070 -1.840
H42 -0.614 -5.353 -1.064
O12 -3.480 0.134 -1.430
H43 -3.478 -0.432 -0.642
H44 -2.544 0.244 -1.615

Atoms 1-6, force components in eV/Å:
C 0.756 -0.586 -1.336
O 0.405 0.443 0.670
N -1.515 -0.398 0.415
N -0.227 -0.562 -0.171
H 0.155 0.911 0.563
H -0.202 0.133 0.024

As for the structure (SMILES): NC(N)=O.NC(N)=O.NC(N)=O.NC(N)=O.NC(N)=O.NC(N)=O.NC(N)=O.NC(N)=O.NC(N)=O.NC(N)=O.O.O. Its HOMO-LUMO gap is 9.50 eV. The energy above the lowest of the compared OMol25 structures with the same formula, charge and spin is 1.199 eV.

=====

Molecular formula: C10H4NOS6Y
Method: DFT, wB97M-V/def2-TZVPD

Atoms and positions in Å:
Y1 0.879 -1.548 0.096
S1 2.621 -1.311 -2.005
C1 1.719 0.177 -2.024
N1 0.759 0.451 -1.155
C2 0.174 1.704 -1.374
C3 -0.858 2.278 -0.640
C4 -1.309 3.530 -1.010
C5 -0.745 4.213 -2.094
C6 0.282 3.648 -2.826
C7 0.732 2.385 -2.452
S2 1.988 1.429 -3.174
H1 -1.303 1.761 0.200
H2 -2.113 3.993 -0.452
H3 -1.115 5.193 -2.366
H4 0.719 4.174 -3.665
O1 -0.860 -6.036 5.143
C8 -0.641 -5.192 4.314
S3 -1.441 -5.132 2.737
C9 -0.595 -3.717 2.139
C10 0.299 -3.151 2.950
S4 1.336 -1.727 2.650
S5 0.529 -3.882 4.528
S6 -1.058 -3.240 0.481

Atoms 1-6, force components in eV/Å:
Y 0.089 -0.195 0.029
S -0.315 0.212 0.216
C 0.065 -0.262 0.112
N -0.286 -0.015 0.307
C 0.166 -0.324 0.045
C -0.076 0.045 0.048

Its HOMO-LUMO gap is 6.97 eV.

=====

| no. | molar mass (u) | calculated total energy (a.u.) |
| --- | --- | --- |
| 1 | 600.56 | -2252.8266 |
| 2 | 636.59 | -2405.7957 |
| 3 | 636.59 | -2405.8493 |
| 4 | 435.46 | -2941.0712 |